Computed, not measured: a cluster of 2 separate species, C3H3N3O in total at a distorted geometry, with ωB97M-V/def2-TZVPD.

Geometry as XYZ:
```
10
Properties=species:S:1:pos:R:3:forces:R:3:lowdin_charge:R:1
C -2.8818 -1.0620 -0.0860 2.2 4.0 -2.3 -0.110
C -2.3260 1.4123 -0.0769 0.6 -0.4 0.0 -0.360
C 0.2213 0.1048 -0.1100 0.4 -1.9 1.0 -0.044
N -3.3403 -2.0109 0.3343 -1.0 -2.0 0.9 0.045
N -2.8952 2.0885 0.6310 -0.9 1.9 1.6 0.220
N -1.9827 0.5560 -1.0273 -0.4 -4.1 0.1 0.060
O -0.7246 0.1862 -1.1843 0.2 0.6 -0.6 -0.154
H -0.1969 -0.7050 0.6844 1.1 1.9 -1.8 0.152
H 0.5280 1.0510 0.3143 -0.9 0.5 0.5 0.079
H 1.1922 -0.1681 -0.6209 -1.4 -0.5 0.5 0.113
```
Forces are in eV/Å.

Results
energy above the lowest of the compared OMol25 structures with the same formula, charge and spin	7.262	eV
lowest unoccupied orbital energy (alpha / beta)	-2.5 / -2.5	eV
E_HOMO (alpha / beta)	-0.41642 / -0.41648	hartree
calculated total energy	-9670.1917	eV
strongest force on any atom	5.1	eV/A
frontier orbital gap (alpha / beta)	8.834 / 8.836	eV